A structure of composition C34H44BrN3O3PPtS. Source: the OMol25 dataset; level of theory: ωB97M-V/def2-TZVPD.

Summary:
Energy relative to the best compared isomer or geometry (same formula, charge and spin)   3.0 kcal per mole
Highest occupied orbital energy   -11.5 eV
HOMO-LUMO gap   0.319 Eh
Total energy   -5144.75046 Ha
Molecular weight   880.77 u
F_max   0.0167 hartree/bohr

ORCA input file:
```
! RIJCOSX wB97M-V def2-TZVPD def2/J DEFGRID3
* xyz 1 1
Pt 0.244 0.018 0.236
Br -0.580 2.843 2.333
C -1.050 1.099 2.854
C -1.668 0.924 4.083
C -1.874 -0.361 4.555
C -1.386 -1.432 3.821
C -0.785 -1.178 2.610
N -0.686 0.067 2.093
C -0.054 -2.275 1.836
O -0.030 -3.404 2.245
O 0.541 -1.853 0.742
H -1.954 1.793 4.656
H -2.358 -0.516 5.509
H -1.427 -2.457 4.161
S 5.597 0.320 -3.545
C 4.130 0.125 -2.599
C 3.743 1.185 -1.781
C 2.605 1.072 -1.018
N 1.838 -0.030 -1.026
C 2.223 -1.066 -1.788
C 3.346 -1.029 -2.582
C 5.528 -1.109 -4.605
C 6.272 -2.240 -4.312
C 6.185 -3.322 -5.180
N 5.427 -3.329 -6.271
C 4.728 -2.231 -6.545
C 4.744 -1.095 -5.751
H 4.320 2.100 -1.745
H 2.270 1.879 -0.382
H 1.620 -1.961 -1.723
H 3.602 -1.898 -3.170
H 6.902 -2.284 -3.434
H 6.751 -4.225 -4.983
H 4.128 -2.258 -7.447
H 4.167 -0.220 -6.020
O -0.357 1.790 -0.615
P -1.133 2.070 -1.918
C -0.559 3.703 -2.453
C 0.922 3.658 -2.908
C 1.053 3.849 -4.415
C 0.513 5.216 -4.849
C -0.744 5.615 -4.055
C -1.460 4.388 -3.499
C -0.878 0.878 -3.292
C -0.779 -0.605 -2.874
C -0.440 -1.472 -4.089
C -1.379 -1.247 -5.292
C -2.484 -0.259 -4.954
C -1.920 1.064 -4.442
C -2.916 2.186 -1.599
C -3.241 3.134 -0.419
C -3.564 2.332 0.838
C -4.834 1.497 0.659
C -4.946 0.964 -0.775
C -3.564 0.800 -1.400
H -0.623 4.293 -1.532
H 1.391 2.721 -2.604
H 1.477 4.448 -2.397
H 0.510 3.051 -4.932
H 2.098 3.746 -4.712
H 0.293 5.196 -5.918
H 1.287 5.973 -4.709
H -1.423 6.192 -4.683
H -0.473 6.266 -3.218
H -1.701 3.710 -4.320
H -2.406 4.677 -3.038
H 0.108 1.154 -3.687
H -1.700 -0.937 -2.395
H 0.027 -0.710 -2.156
H -0.450 -2.519 -3.781
H 0.590 -1.246 -4.385
H -1.817 -2.191 -5.617
H -0.811 -0.866 -6.144
H -3.153 -0.696 -4.209
H -3.098 -0.060 -5.834
H -2.752 1.700 -4.144
H -1.432 1.581 -5.272
H -3.330 2.615 -2.515
H -4.111 3.740 -0.685
H -2.426 3.837 -0.230
H -3.663 3.001 1.694
H -2.721 1.675 1.051
H -5.716 2.091 0.905
H -4.816 0.662 1.363
H -5.525 1.655 -1.395
H -5.484 0.016 -0.790
H -3.644 0.295 -2.362
H -2.940 0.168 -0.759
*
```

Löwdin population analysis, charges in e, atoms 1 to 5: 1.17 0.89 -0.71 -0.08 -0.01